# 1
9
Properties=species:S:1:pos:R:3 method="wB97M-V/def2-TZVPD" smiles="[O-]/[NH+]=N/[C@H](O)Cl" e_homo_ev=-10.33 lumo_energy_ev=0.34 e_above_lowest_kj_mol=100.81 gap_ev=10.662 total_energy_ev=-20679.91979
C -0.543 -0.125 0.562
N 0.333 0.417 -1.397
N -0.796 0.171 -0.878
O 0.600 0.747 -2.537
O 0.682 0.263 1.271
Cl -0.808 -1.885 0.670
H 0.796 -0.287 2.048
H -1.432 0.360 0.976
H 1.170 0.339 -0.714

=====

# 2
51
Properties=species:S:1:pos:R:3 method="wB97M-V/def2-TZVPD" total_charge=-1 e_homo_ev=-6.01 lumo_energy_ev=2.77 e_above_lowest_kj_mol=51.19 gap_ev=8.781 total_energy_ev=-41023.53973
C 2.750 0.149 1.327
N 1.339 0.228 1.035
C 0.540 -0.813 1.748
C -0.754 -0.904 0.959
S -1.855 -2.285 1.503
C 3.642 0.428 0.116
N 3.848 -0.747 -0.724
H 3.032 -0.839 1.684
H 3.011 0.905 2.074
H 1.074 0.288 0.061
H 1.115 -1.713 1.594
H 0.321 -0.406 2.732
H -1.357 -0.039 1.212
H -0.602 -1.031 -0.108
H 3.375 1.286 -0.507
H 4.601 0.759 0.534
H 3.325 -0.808 -1.587
H 3.627 -1.587 -0.207
H 0.256 4.527 0.262
H 1.123 3.712 -0.711
O 0.797 3.735 0.200
H 0.462 -0.736 -3.116
H 2.035 -0.524 -3.225
O 1.312 -1.050 -3.570
H 0.693 2.137 2.914
H -0.143 2.136 4.264
O 0.500 1.667 3.730
H -0.945 1.335 -1.464
H -3.053 -1.753 1.225
O -1.164 2.084 -0.811
H 0.530 -4.003 -0.490
H 0.288 -3.857 0.961
O 1.011 -3.790 0.323
H -2.229 1.525 2.580
H -2.697 2.925 3.114
O -2.269 2.106 3.357
H -0.074 -2.625 -2.040
H -1.231 -2.497 -3.050
O -0.948 -2.969 -2.264
H 2.060 1.406 -2.060
H 0.843 1.986 -2.753
O 1.686 2.248 -2.358
H -2.429 -0.297 -2.631
H -0.990 0.674 -3.126
O -0.673 0.145 -2.373
H -3.444 0.737 0.396
H -2.364 1.734 0.210
O -3.034 1.444 0.913
H -0.500 1.965 -0.111
H -3.215 -1.436 -3.325
O -3.335 -0.655 -2.783

=====

# 3
70
Properties=species:S:1:pos:R:3 method="wB97M-V/def2-TZVPD" total_charge=-2 e_homo_ev=-1.79 lumo_energy_ev=4.38 e_above_lowest_kj_mol=31.53 gap_ev=6.167 total_energy_ev=-109242.76284
Pb 2.276 0.172 -0.383
O 3.366 1.966 -4.804
C 3.315 3.286 -4.575
C 3.604 4.144 -5.641
C 3.567 5.514 -5.471
C 3.241 6.060 -4.233
C 2.956 5.214 -3.175
C 2.987 3.828 -3.316
C 2.671 2.932 -2.155
O 2.676 1.663 -2.367
N 2.408 3.531 -1.028
N 2.142 2.645 0.011
C 1.670 3.225 1.051
C 1.283 2.626 2.315
C 0.582 3.453 3.203
C 0.154 3.019 4.439
C 0.447 1.703 4.816
C 1.146 0.866 3.979
C 1.597 1.286 2.696
O 2.268 0.480 1.955
H 3.102 1.539 -3.934
H 3.850 3.698 -6.596
H 3.791 6.163 -6.310
H 3.208 7.134 -4.097
H 2.698 5.605 -2.200
H 1.520 4.305 0.973
H 0.367 4.470 2.885
H -0.397 3.677 5.099
H 0.117 1.334 5.782
H 1.372 -0.155 4.263
N 0.603 -2.874 -2.001
C 1.286 -2.077 -2.501
H 0.471 -3.639 -1.308
C -4.559 -5.113 4.206
C -3.339 -5.152 3.323
C -3.073 -6.237 2.504
C -1.959 -6.275 1.666
C -1.746 -7.492 0.808
C -1.065 -5.193 1.629
Te 0.641 -5.198 0.353
C -1.326 -4.088 2.465
C -0.420 -2.887 2.488
C -2.447 -4.087 3.288
H -5.053 -6.086 4.232
H -5.287 -4.380 3.849
H -4.300 -4.839 5.232
H -3.751 -7.087 2.511
H -2.530 -8.233 0.983
H -0.771 -7.940 1.010
H -1.732 -7.221 -0.249
H 0.609 -3.179 2.705
H -0.751 -2.158 3.230
H -0.388 -2.399 1.512
H -2.628 -3.222 3.920
C -1.194 3.169 -1.289
Ge -1.055 1.254 -1.718
C -2.898 0.537 -1.759
C -0.403 1.126 -3.563
C -0.029 0.336 -0.358
H -1.833 3.671 -2.021
H -0.209 3.638 -1.306
H -1.625 3.305 -0.294
H -3.516 1.079 -2.479
H -3.360 0.613 -0.774
H -2.876 -0.517 -2.044
H -1.152 1.551 -4.237
H -0.228 0.086 -3.840
H 0.533 1.667 -3.688
H -0.403 -0.687 -0.254
H -0.220 0.848 0.591

=====

# 4
12
Properties=species:S:1:pos:R:3 method="wB97M-V/def2-TZVPD" total_charge=+1 smiles=N#[N+]c1c(O)coc1O e_homo_ev=-13.35 lumo_energy_ev=-4.98 e_above_lowest_kj_mol=0.00 gap_ev=8.362 total_energy_ev=-13309.26976
C -0.639 -0.258 0.019
C 1.547 -0.140 0.197
C 0.455 -1.069 0.107
C 1.029 1.153 0.094
N 4.127 -0.630 -0.091
N 3.070 -0.365 0.013
O -0.277 1.068 0.018
O 0.591 -2.384 0.134
O 1.689 2.274 0.084
H -1.685 -0.468 -0.075
H -0.259 -2.849 0.132
H 1.125 3.065 0.008

=====

# 5
108
Properties=species:S:1:pos:R:3 method="wB97M-V/def2-TZVPD" e_homo_ev="-7.37 / -7.39" spin_multiplicity=4 lumo_energy_ev="0.12 / -0.05" e_above_lowest_kj_mol=0.00 gap_ev="7.493 / 7.339" total_energy_ev=-132468.96940
Cr -0.408 -0.127 0.064
C 0.878 1.026 6.654
C 0.259 -0.292 6.295
C 0.389 -1.397 7.124
C -0.161 -2.623 6.785
C -0.855 -2.754 5.594
C -1.005 -1.666 4.747
C -0.460 -0.443 5.104
N -0.654 0.706 4.296
C -0.923 0.680 2.934
N -2.043 1.333 2.572
C -2.367 1.882 1.296
C -1.785 1.384 0.141
C -2.115 2.046 -1.045
C -3.007 3.104 -1.074
C -3.606 3.535 0.102
C -3.297 2.935 1.309
C -3.938 3.411 2.584
N -0.128 0.090 2.090
C 1.169 -0.289 2.563
C 1.477 -1.639 2.632
C 2.734 -2.051 3.039
C 3.691 -1.103 3.368
C 3.378 0.245 3.282
C 2.121 0.683 2.877
C 1.838 2.158 2.805
H 1.516 0.924 7.530
H 0.127 1.785 6.889
H 1.483 1.404 5.832
H 0.943 -1.292 8.048
H -0.045 -3.471 7.445
H -1.298 -3.703 5.328
H -1.547 -1.764 3.813
H -0.975 1.531 4.780
H -2.646 1.585 3.338
H -1.689 1.711 -1.984
H -3.254 3.580 -2.014
H -4.318 4.351 0.086
H -4.638 4.219 2.380
H -3.202 3.794 3.296
H -4.503 2.619 3.084
H 0.711 -2.360 2.360
H 2.958 -3.109 3.093
H 4.680 -1.410 3.679
H 4.132 0.987 3.519
H 2.719 2.696 2.451
H 1.593 2.557 3.791
H 1.015 2.389 2.130
C 2.636 2.789 -0.850
C 2.022 1.415 -0.767
O 0.935 1.347 -0.139
C 2.667 0.287 -1.372
C 3.812 0.474 -2.188
C 4.471 -0.578 -2.750
C 4.004 -1.887 -2.494
C 2.916 -2.114 -1.707
C 2.191 -1.035 -1.115
O 1.172 -1.297 -0.391
H 2.020 3.482 -0.283
H 2.677 3.119 -1.889
H 3.656 2.789 -0.465
H 4.167 1.479 -2.372
H 5.337 -0.419 -3.376
H 4.520 -2.730 -2.937
H 2.551 -3.113 -1.515
O -1.342 -1.210 -1.153
C -2.230 -1.332 -2.208
C -1.596 -0.759 -3.475
C -0.427 -0.067 -3.561
C -0.066 0.269 -4.894
C -0.967 -0.191 -5.801
S -2.246 -1.038 -5.044
C -2.449 -2.818 -2.460
C -1.473 -3.700 -2.822
C -1.954 -5.023 -2.973
C -3.295 -5.110 -2.739
S -3.970 -3.593 -2.356
C -3.547 -0.654 -1.886
C -4.370 0.089 -2.678
C -5.529 0.546 -1.998
C -5.563 0.128 -0.703
S -4.207 -0.830 -0.310
H 0.184 0.166 -2.702
H 0.830 0.809 -5.156
H -0.946 -0.087 -6.871
H -0.449 -3.393 -2.970
H -1.341 -5.868 -3.241
H -3.918 -5.984 -2.783
H -4.144 0.332 -3.703
H -6.287 1.165 -2.449
H -6.313 0.333 0.039
C 0.172 -4.109 0.257
Te -1.658 -3.372 1.062
C -1.265 -4.729 2.666
C -0.207 -5.678 2.172
C 0.102 -6.842 2.872
C 1.114 -7.680 2.438
C 1.835 -7.355 1.296
C 1.532 -6.200 0.598
C 0.508 -5.357 1.025
H 0.934 -3.337 0.336
H 0.004 -4.317 -0.795
H -2.181 -5.243 2.951
H -0.889 -4.175 3.523
H -0.459 -7.091 3.764
H 1.340 -8.585 2.986
H 2.627 -8.005 0.949
H 2.087 -5.945 -0.296

=====

# 6
7
Properties=species:S:1:pos:R:3 method="wB97M-V/def2-TZVPD" total_charge=-1 e_homo_ev=-4.81 lumo_energy_ev=3.80 e_above_lowest_kj_mol=55.41 gap_ev=8.611 total_energy_ev=-21552.91438
C 0.590 -1.449 -0.903
N -0.966 -0.213 0.117
O 0.951 -2.015 0.064
O 0.518 -1.124 -2.020
O -1.218 1.794 1.767
O 0.661 1.900 0.317
S -0.536 1.107 0.659

=====

# 7
132
Properties=species:S:1:pos:R:3 method="wB97M-V/def2-TZVPD" total_charge=-1 e_homo_ev=-7.31 lumo_energy_ev=1.38 gap_ev=8.698 total_energy_ev=-141164.57176
C 1.296 -0.770 2.674
C 0.605 -1.574 1.583
N 0.654 -0.989 0.229
C 1.838 -0.833 -0.464
C 1.413 -0.254 -1.763
N 0.085 -0.029 -1.770
C -0.424 -0.555 -0.577
C -0.696 0.686 -2.863
H 0.980 0.273 2.688
H 2.356 -0.675 2.438
H 1.125 -1.006 3.724
H -0.464 -1.673 1.772
H 0.982 -2.589 1.461
H 2.791 -1.092 -0.029
H 1.945 -0.140 -2.696
H -1.488 -0.531 -0.389
H -0.163 0.467 -3.788
H -0.885 1.723 -2.584
H -1.697 0.266 -2.956
B 6.169 -1.272 0.113
F 5.892 -1.047 1.379
F 4.992 -1.342 -0.605
F 7.013 -0.290 -0.393
F 6.752 -2.496 0.069
B 1.341 3.617 -3.232
F 0.309 3.238 -4.099
F 2.374 2.706 -3.403
F 1.728 4.921 -3.545
F 0.968 3.484 -1.874
C -0.938 0.471 -6.736
C -1.734 1.760 -6.531
C -3.230 1.313 -6.409
O -3.260 0.327 -7.397
C -1.973 -0.223 -7.613
H -0.757 -0.015 -5.778
H -0.017 0.767 -7.240
H -1.530 2.390 -7.397
H -1.429 2.269 -5.617
H -3.833 2.160 -6.737
H -3.548 0.941 -5.435
H -1.929 0.036 -8.671
H -1.869 -1.228 -7.205
C -2.435 4.958 -2.778
C -3.828 4.363 -2.763
O -4.672 4.954 -1.842
O -1.658 4.401 -1.756
H -2.365 6.045 -2.753
H -1.989 4.637 -3.720
H -3.772 3.297 -2.544
H -4.359 4.418 -3.714
H -4.610 4.446 -1.029
H -0.933 4.981 -1.515
C 2.247 3.123 4.509
C 0.877 2.605 5.112
O 0.954 1.244 5.503
O 3.226 3.333 5.562
H 2.092 4.062 3.977
H 2.600 2.335 3.844
H 0.069 2.796 4.406
H 0.511 3.216 5.936
H 1.774 1.194 6.000
H 3.067 4.028 6.205
C 5.794 2.923 1.131
C 4.512 2.416 0.262
O 3.405 2.064 1.142
O 6.425 1.801 1.774
H 5.534 3.597 1.948
H 6.593 3.329 0.511
H 4.636 1.482 -0.285
H 4.180 3.080 -0.536
H 3.796 1.505 1.818
H 6.310 1.045 1.194
C 0.564 -2.970 6.218
C -0.786 -2.296 6.027
O -1.735 -3.227 5.564
O 0.564 -3.787 7.386
H 1.278 -2.156 6.346
H 0.913 -3.402 5.280
H -0.540 -1.520 5.302
H -1.060 -1.723 6.913
H -1.576 -4.113 5.897
H 1.335 -4.357 7.352
C 2.979 -4.916 2.986
C 3.906 -3.733 2.534
O 3.542 -3.465 1.204
O 3.162 -5.965 2.083
H 1.960 -4.548 3.102
H 3.069 -5.187 4.038
H 4.867 -4.246 2.492
H 3.813 -2.878 3.204
H 4.142 -2.915 0.695
H 3.573 -5.523 1.336
C -2.298 0.764 2.890
C -3.380 1.931 3.028
O -3.646 2.650 1.813
O -2.809 -0.529 2.975
H -1.603 0.840 3.726
H -1.820 1.020 1.944
H -3.211 2.769 3.704
H -4.266 1.370 3.324
H -2.902 3.245 1.694
H -3.328 -0.421 3.776
C -5.477 0.425 0.284
C -4.766 0.288 -1.030
O -3.484 0.906 -1.049
O -5.802 1.812 0.590
H -4.834 0.162 1.125
H -6.286 -0.304 0.319
H -5.237 0.912 -1.789
H -4.769 -0.770 -1.289
H -3.567 1.774 -0.648
H -5.039 2.094 1.099
C -2.499 -3.475 1.322
C -3.470 -4.672 1.425
O -4.491 -4.683 0.442
O -3.072 -2.348 0.766
H -1.575 -3.514 0.745
H -2.188 -3.148 2.314
H -3.794 -4.742 2.463
H -2.819 -5.519 1.209
H -4.299 -3.794 0.133
H -2.882 -1.592 1.326
C -0.405 -3.412 -4.876
Cl 0.942 -2.421 -4.255
Cl -1.719 -3.386 -3.668
H -0.805 -3.001 -5.803
H -0.116 -4.463 -4.856
C 3.580 -0.821 -5.813
Cl 4.737 -1.770 -4.912
Cl 2.903 -1.733 -7.124
H 2.800 -0.526 -5.112
H 4.000 0.142 -6.102

=====

# 8
12
Properties=species:S:1:pos:R:3 method="wB97M-V/def2-TZVPD" e_homo_ev=-10.90 lumo_energy_ev=0.62 e_above_lowest_kj_mol=337.07 gap_ev=11.511 total_energy_ev=-8799.92552
C 1.491 0.302 -0.126
C 0.126 -0.317 0.034
O 0.164 -1.167 1.166
C -0.976 0.672 0.188
C -1.836 1.508 0.296
C -0.861 -1.940 -1.551
N -0.134 -1.067 -1.182
H 1.418 0.879 -1.047
H 1.775 0.895 0.741
H 2.156 -0.554 -0.280
H -0.725 -1.468 1.405
H -2.598 2.258 0.358